Density functional theory data (ωB97M-V/def2-TZVPD) for a structure of composition C36H25BrN8O2S2Sc at a distorted geometry.

Values from the calculation:
energy = -166175.691 eV
ΔE to the lowest compared entry with this formula, charge and spin = 1.24 kcal/mol
multiplicity = 1
HOMO level = -0.15256 hartree
Kohn-Sham gap = 6.444 eV
charge = -1

The geometry in XYZ format:
```
75
Properties=species:S:1:pos:R:3:forces:R:3:lowdin_charge:R:1
Sc -0.056340 -0.224022 -0.256233 0.20 -0.36 -0.50 0.68
C 4.040646 1.494423 -2.518689 -0.59 -0.20 0.52 -0.05
C 2.930427 0.614477 -2.451461 0.06 0.44 0.36 -0.11
N 1.740674 1.001453 -2.000487 0.57 -1.64 -0.17 0.07
C 1.565823 2.230805 -1.553322 -0.19 2.07 0.12 -0.20
C 2.602454 3.200812 -1.592563 -0.09 0.01 0.66 -0.15
C 3.848735 2.777568 -2.066908 0.88 -0.07 -0.33 -0.03
C 2.398595 4.476838 -0.992870 0.42 -0.14 -0.19 -0.07
C 1.237631 4.743564 -0.337864 -0.04 -0.22 -0.79 -0.08
C 0.159239 3.817763 -0.334962 -0.14 0.54 0.81 -0.02
C 0.271193 2.614047 -0.988449 0.03 -0.22 -0.60 -0.23
N -0.729944 1.676798 -1.124550 0.77 -0.75 0.04 -0.04
C -2.042093 1.957848 -1.085847 -0.38 1.19 0.10 -0.26
C -2.658211 3.190569 -1.370659 -0.78 -1.75 0.51 -0.02
C -4.042362 3.325711 -1.146006 0.18 0.71 -0.83 -0.11
C -4.828059 2.340504 -0.642063 -0.25 -0.93 0.79 -0.07
C -4.266105 1.048446 -0.378297 0.76 0.95 -0.65 -0.15
C -4.953893 -0.061311 0.141368 -0.34 0.03 -0.07 0.00
C -4.359081 -1.300135 0.181202 -0.27 0.90 0.01 -0.03
C -3.033810 -1.402086 -0.241991 0.16 -1.22 -0.04 -0.14
N -2.338157 -0.378352 -0.652832 0.61 0.70 0.15 0.01
C -2.899067 0.871784 -0.705210 -0.61 -0.92 0.02 -0.19
H 5.048809 1.152942 -2.752385 -0.41 -0.08 -0.21 0.10
H 3.069137 -0.443638 -2.671376 -0.22 0.27 -0.18 0.09
H 4.731736 3.427827 -2.027592 -0.53 0.04 0.03 0.12
H 3.202125 5.215549 -1.026685 -0.20 -0.21 -0.02 0.10
H 1.151659 5.748926 0.025985 -0.40 0.16 0.64 0.09
H -0.740529 4.039009 0.275483 0.58 -0.16 -0.75 0.13
H -2.124518 3.997589 -1.791741 0.66 0.69 -0.18 0.09
H -4.509189 4.260388 -1.477167 0.13 -0.21 0.39 0.10
H -5.862246 2.523720 -0.392204 -0.17 -0.01 -0.10 0.09
H -5.968269 0.137682 0.486134 0.08 -0.39 -0.06 0.12
H -4.860092 -2.172531 0.536075 -0.31 -0.37 0.25 0.10
H -2.536023 -2.396223 -0.212076 -0.26 0.97 -0.11 0.12
N 3.019146 -2.356068 -0.692857 -0.17 -0.47 -0.88 0.12
C 4.306190 -2.711092 -0.461623 0.74 0.51 0.34 -0.09
C 4.761878 -3.354437 -1.588285 -1.51 0.52 0.66 -0.14
N 3.725933 -3.455663 -2.495255 0.11 0.55 0.16 0.10
C 2.718178 -2.811163 -1.920747 -0.43 -0.83 -0.51 -0.32
C 1.417186 -2.651013 -2.578429 -0.84 0.86 -0.68 -0.25
N 0.557272 -1.625752 -2.500711 -0.81 -1.61 -0.87 0.08
C -0.423988 -1.900488 -3.501835 2.33 -0.85 0.67 -0.08
C -0.065364 -3.069368 -4.170727 -1.87 1.77 -0.22 -0.11
N 1.047037 -3.509062 -3.577732 1.83 -0.52 0.79 0.09
H 2.314020 -2.042258 -0.051275 -0.10 0.22 0.58 0.04
H 4.795111 -2.343105 0.428243 0.06 -0.32 -0.04 0.11
H 5.744601 -3.703381 -1.753469 0.65 -0.42 -0.32 0.08
H -1.181845 -1.186404 -3.717432 -0.52 0.17 0.02 0.09
H -0.540399 -3.547089 -5.030734 0.34 0.12 0.52 0.11
H 1.669743 -4.242225 -3.897577 -0.23 0.11 0.18 0.16
S -1.148021 0.601242 1.913229 -0.06 -0.30 -0.35 0.68
C 0.162804 1.447648 2.696773 -1.27 0.26 0.10 -0.70
C -0.206869 2.409514 3.641402 0.99 0.99 0.24 -0.14
C 0.787588 3.169186 4.278811 -1.52 0.72 0.64 -0.13
C 2.136021 2.947212 4.073071 -0.46 -0.58 -0.54 -0.13
C 2.447724 1.998974 3.113753 0.12 -0.82 -0.04 -0.13
C 1.493876 1.245449 2.384154 1.06 0.48 0.68 -0.67
S 1.994570 0.059765 1.174791 0.38 0.37 0.22 0.61
H -1.267121 2.647132 3.795119 0.51 -0.26 0.00 0.09
H 0.454949 3.988045 4.939816 0.21 -0.52 -0.17 0.09
H 2.908256 3.445720 4.650334 -0.11 0.05 -0.19 0.09
H 3.478947 1.730591 3.016381 0.54 -0.06 -0.46 0.08
Br -2.389363 -1.800163 5.312822 -0.47 -0.02 0.11 0.73
C -2.367088 -2.859112 3.751291 0.47 -0.29 -0.67 -0.65
C -3.306547 -3.874231 3.475066 -0.79 1.41 2.00 -0.20
N -3.204103 -4.712797 2.467503 -0.76 0.13 0.10 0.07
C -2.179509 -4.497177 1.686546 1.53 -0.20 -0.83 -0.13
C -1.212485 -3.518246 1.827914 0.17 0.39 -0.25 -0.13
C -1.294862 -2.624798 2.881073 -1.26 -1.00 0.24 -0.08
C -0.111157 -3.409915 0.797747 0.68 1.50 -0.35 -0.55
O 0.686517 -4.312452 0.609949 -0.45 -0.06 -0.03 0.07
O -0.047825 -2.233612 0.202669 -0.22 -1.13 0.47 -0.22
H -4.224326 -3.919433 4.117520 1.01 -0.22 -0.50 0.11
H -2.009041 -5.135018 0.851044 -0.28 -0.78 -0.54 0.11
H -0.638531 -1.793703 2.997909 0.47 0.34 0.12 0.06
```
Positions in Å, forces in eV/Å.